The following is a quantum chemistry calculation of a gas-phase ion, C5H12N3 (charge +1), from OMol25.

Values from the calculation:
Calculated total energy, eV: -9839.751
Energy above the lowest of the compared OMol25 structures with the same formula, charge and spin, kcal/mol: 102.9

Structure (ORCA input):
```
! wB97M-V def2-TZVPD RIJCOSX def2/J DEFGRID3
* xyz 1 1
C 2.73 1.25 0.10
C 1.46 1.40 -0.37
N 0.42 0.68 0.04
C -0.86 0.90 -0.01
N -1.77 0.12 0.43
C -3.20 0.32 0.11
N 0.63 -0.99 0.58
C 1.30 -1.91 -0.24
H 3.45 1.99 -0.16
H 3.02 0.41 0.70
H 1.42 2.33 -1.04
H -1.26 1.80 -0.33
H -1.23 -0.77 0.59
H -3.30 -0.57 -0.47
H -3.20 1.16 -0.49
H -3.81 0.46 0.96
H 1.17 -0.74 1.39
H 2.27 -1.59 -0.53
H 1.27 -2.85 0.30
H 0.64 -1.99 -1.21
*
```

The following is a quantum chemistry calculation of a molecular structure, C29H29FeN2O2, from OMol25.

Values from the calculation:
⟨S²⟩: 6.0972
Calculated total energy, eV: -71998.115
Energy above the lowest of the compared OMol25 structures with the same formula, charge and spin, kcal/mol: 2.4

Structure (ORCA input):
```
! wB97M-V def2-TZVPD RIJCOSX def2/J DEFGRID3
* xyz -1 5
C -2.75 2.57 -1.17
O -2.37 1.42 -0.37
C -1.91 1.57 0.91
C -1.46 0.39 1.52
N -1.62 -0.84 0.77
C -0.88 -1.18 -0.29
N -1.65 -1.88 -1.14
C -1.12 -2.49 -2.36
C -2.84 -2.19 -0.48
C -2.87 -1.47 0.66
C -1.24 0.35 2.89
O -1.01 -0.89 3.42
C -1.23 -1.08 4.84
C -1.28 1.55 3.63
C -1.60 2.75 2.99
C -1.85 2.79 1.61
H -3.04 2.15 -2.14
H -3.61 3.09 -0.72
H -1.90 3.25 -1.31
H -0.52 -1.75 -2.92
H -0.47 -3.32 -2.06
H -1.97 -2.84 -2.96
H -3.56 -2.89 -0.89
H -3.59 -1.37 1.46
H -1.22 -2.16 4.99
H -0.43 -0.60 5.42
H -2.21 -0.66 5.12
H -1.10 1.52 4.71
H -1.63 3.68 3.57
H -2.05 3.73 1.09
C 1.48 3.57 -2.32
C 0.93 3.21 -1.03
C 1.95 2.51 -0.28
C 3.14 2.45 -1.12
C 2.85 3.12 -2.37
Fe 1.59 1.62 -1.99
C 1.93 0.58 -3.62
C 0.58 1.15 -3.59
C -0.06 0.65 -2.39
C 0.88 -0.22 -1.68
C 0.52 -0.96 -0.37
C 1.32 -2.27 0.11
C 2.65 -2.18 0.57
C 3.11 -3.11 1.51
C 2.31 -4.19 1.91
C 1.09 -4.41 1.27
C 0.62 -3.45 0.36
C 2.09 -0.26 -2.44
H 0.96 4.16 -3.09
H -0.04 3.50 -0.64
H 1.87 2.14 0.74
H 4.10 2.04 -0.82
H 3.56 3.30 -3.18
H 2.66 0.71 -4.42
H 0.12 1.79 -4.35
H -1.10 0.77 -2.12
H 0.69 -0.25 0.45
H 3.32 -1.39 0.24
H 4.10 -3.01 1.96
H 2.63 -4.87 2.71
H 0.48 -5.30 1.48
H -0.32 -3.66 -0.13
H 2.94 -0.89 -2.18
*
```

Question: energy above the lowest of the compared OMol25 structures with the same formula, charge and spin of number 2 (C29H29FeN2O2)?
Answer: 2.4 kcal/mol